[1]
# C7H10

A cluster of 2 separate species, C7H10 in total (ωB97M-V with the def2-TZVPD basis set, the Open Molecules 2025 dataset).

The geometry in ORCA input format:
```
! RIJCOSX wB97M-V def2-TZVPD def2/J DEFGRID3
* xyz 0 1
C -1.26695 0.76942 -0.57969
C 0.06752 0.62450 -0.69661
C 1.34715 0.42601 0.10224
C 0.96160 -0.53253 1.19662
C 1.17130 -1.07967 -0.18350
C 0.02720 -0.77324 -1.18914
C -1.52030 -0.69086 -0.96469
H -1.92030 1.52503 -0.15105
H 2.25313 1.02230 0.13289
H 1.75131 -0.78381 1.90175
H -0.03062 -0.47601 1.63974
H 1.95393 -1.80990 -0.37113
H 0.34403 -0.95605 -2.21959
H -1.84797 -1.26537 -0.08879
H -2.16768 -0.93715 -1.81491
H -0.82068 2.23311 1.69120
H -0.27155 2.72626 1.60742
*
```

Results
Orbital gap (hartree): 0.3609
SMILES: C1=C2[C@H]3C[C@H]3[C@H]2C1.[H][H]
Relative energy (zero: lowest compared OMol25 entry of this formula, charge and spin) (kcal/mol): 125.4

***

[2]
# C2NO4

A structure of composition C2NO4 at a distorted geometry (ωB97M-V with the def2-TZVPD basis set, the Open Molecules 2025 dataset).

The geometry in ORCA input format:
```
! RIJCOSX wB97M-V def2-TZVPD def2/J DEFGRID3
* xyz -1 1
C -1.47611 -0.18046 0.04717
C 1.44294 0.11096 0.14606
N 0.26479 0.65485 0.34440
O 1.01772 0.70140 -1.01080
O -1.29764 -1.22704 -0.49829
O 2.31260 -0.62403 0.54777
O -2.26431 0.56433 0.42368
*
```

Results
Orbital gap (hartree): 0.3138
Relative energy (zero: lowest compared OMol25 entry of this formula, charge and spin) (kcal/mol): 20.9

***

[3]
# C30H66Cl12N2O14

A cluster of 12 separate species, C30H66Cl12N2O14 in total at a distorted geometry (ωB97M-V with the def2-TZVPD basis set, the Open Molecules 2025 dataset).

The geometry in ORCA input format:
```
! RIJCOSX wB97M-V def2-TZVPD def2/J DEFGRID3
* xyz 0 1
C -8.14265 -2.94502 3.37473
O -6.93705 -3.58951 3.04939
C -6.39557 -3.21345 1.75972
C -5.10010 -4.00979 1.41758
C -4.14308 -3.83995 2.51358
N -4.49543 -3.50155 0.20886
H -8.44012 -3.13387 4.40621
H -8.98425 -3.25218 2.75387
H -8.12682 -1.86391 3.23665
H -7.05130 -3.22050 0.88905
H -6.14273 -2.15679 1.84710
H -5.30780 -5.07792 1.35389
H -4.56141 -4.38824 3.35767
H -3.97608 -2.79286 2.76619
H -3.18634 -4.33415 2.34470
H -4.25246 -2.54457 0.42158
H -5.24407 -3.36061 -0.45429
C -2.85799 3.36703 1.55289
O -2.30809 2.10522 1.76331
C -2.46663 1.14191 0.68693
C -3.91565 0.47762 0.49364
C -4.66208 0.33736 1.81852
N -3.82033 -0.78576 -0.17483
H -2.17407 3.92724 0.91530
H -2.87714 3.83349 2.53785
H -3.84838 3.35662 1.09776
H -2.08775 1.53388 -0.25694
H -1.69285 0.39598 0.86845
H -4.46007 1.13516 -0.18411
H -4.79229 1.23919 2.41672
H -4.13352 -0.35520 2.47357
H -5.65594 -0.06715 1.62688
H -3.19491 -0.86230 -0.96419
H -4.69536 -1.05503 -0.60136
C -1.80503 -4.79146 -2.02355
C -2.15009 -3.94047 -3.27317
O -2.37388 -2.59475 -2.87012
C -1.44303 -1.66948 -3.16821
O -0.38530 -1.79354 -3.72009
O -1.99819 -0.48627 -2.76008
C -1.39960 0.78745 -2.94406
H -1.61067 -5.82677 -2.30365
H -2.61024 -4.85631 -1.29175
H -0.86267 -4.41090 -1.62957
H -3.09849 -4.24562 -3.71535
H -1.37018 -4.04766 -4.02707
H -1.89076 1.52636 -2.31091
H -1.32148 1.12810 -3.97651
H -0.34196 0.72577 -2.68778
C 4.07824 -0.08636 3.66790
C 4.32960 1.44423 3.83750
O 3.38068 2.30858 3.20546
C 2.36516 2.87583 3.91935
O 2.13410 2.65170 5.09300
O 1.57673 3.60024 3.06744
C 0.27727 3.97442 3.63700
H 4.89203 -0.67256 4.09477
H 3.95652 -0.38379 2.62635
H 3.09503 -0.37416 4.04014
H 5.33322 1.76143 3.55427
H 4.35355 1.64243 4.90906
H 0.44091 4.91296 4.16660
H -0.33283 3.30082 4.23878
H -0.33480 4.16877 2.75626
C 2.25350 1.52682 0.13890
C 2.19197 0.39554 -0.92256
O 0.92133 -0.22756 -0.79599
C 0.74194 -1.37854 -0.10185
O 1.61879 -2.07128 0.37234
O -0.58447 -1.63716 -0.00409
C -1.11380 -2.62687 0.91713
H 2.10592 1.18030 1.16176
H 1.58065 2.33215 -0.15573
H 3.23080 2.00889 0.11422
H 3.06168 -0.23566 -0.74007
H 2.37919 0.80738 -1.91424
H -2.20203 -2.63516 0.97869
H -0.92727 -2.36427 1.95845
H -0.87438 -3.67342 0.72865
C 5.69609 2.79974 -4.04511
C 4.25327 2.61220 -3.52736
O 3.36119 2.77603 -4.61956
C 2.02979 2.61669 -4.43917
O 1.43257 2.45592 -3.35616
O 1.44219 2.83485 -5.58530
C 0.05012 2.66903 -5.63570
H 6.41505 2.49302 -3.28542
H 5.92865 3.83846 -4.27980
H 5.84344 2.26710 -4.98462
H 3.93728 3.32682 -2.76738
H 4.14409 1.61877 -3.09230
H -0.50434 3.17422 -4.84484
H -0.23652 1.61802 -5.67197
H -0.40721 3.06607 -6.54197
Cl 0.83300 -4.46037 3.14138
C 2.50535 -4.04549 2.60281
Cl 3.54222 -5.36622 2.96617
H 2.53323 -3.96902 1.51585
H 2.87919 -3.16025 3.11729
Cl -1.88261 -1.19197 3.98856
C -1.18413 0.37796 4.37939
Cl -1.63478 0.83862 6.02128
H -0.11200 0.21467 4.27004
H -1.49284 1.17394 3.70174
Cl 5.95868 -0.26776 -0.84705
C 7.52601 -0.46785 -1.69109
Cl 8.45059 -1.94227 -1.32046
H 7.47324 -0.56727 -2.77526
H 8.15362 0.37761 -1.40932
Cl 4.06234 -0.75349 -3.86299
C 2.49051 -1.12475 -4.72044
Cl 2.69989 -1.38125 -6.50499
H 2.20021 -2.07161 -4.26516
H 1.74020 -0.34370 -4.59761
Cl 7.80641 2.31708 0.55090
C 6.19897 3.09731 0.74510
Cl 5.76171 3.88664 -0.87385
H 5.44478 2.33566 0.94305
H 6.22956 3.83440 1.54751
Cl 0.73681 5.05638 -0.14502
C -0.07941 4.30018 -1.52655
Cl -1.73909 4.80031 -1.68829
H 0.47846 4.57600 -2.42142
H -0.10308 3.22846 -1.32917
*
```

Results
Orbital gap (hartree): 0.3505
SMILES: COC[C@H](C)N.COC[C@H](C)N.CCOC(=O)OC.CCOC(=O)OC.CCOC(=O)OC.CCOC(=O)OC.ClCCl.ClCCl.ClCCl.ClCCl.ClCCl.ClCCl

***

[4]
# C50H122N6O22

A cluster of 14 separate species, C50H122N6O22 in total at a distorted geometry (ωB97M-V with the def2-TZVPD basis set, the Open Molecules 2025 dataset).

The geometry in ORCA input format:
```
! RIJCOSX wB97M-V def2-TZVPD def2/J DEFGRID3
* xyz 0 1
C 6.88414 -18.27011 6.48949
O 7.22127 -19.48350 5.89775
C 8.05921 -19.33610 4.74791
C 8.21226 -20.60326 3.92473
O 8.89721 -21.67688 4.53119
C 8.85088 -22.86828 3.80261
H 6.69432 -18.39932 7.55390
H 5.97715 -17.82283 6.05104
H 7.59680 -17.44399 6.36069
H 9.06589 -19.08109 5.09788
H 7.63981 -18.52601 4.14822
H 8.74657 -20.25244 3.03576
H 7.22306 -20.98795 3.65079
H 9.06185 -22.85991 2.72913
H 7.87746 -23.34531 3.98737
H 9.57788 -23.56600 4.22498
C 3.68671 -28.88469 -0.42112
O 4.87790 -29.19710 0.25923
C 4.56582 -29.87977 1.45911
C 5.85449 -30.28550 2.14336
O 5.52261 -30.80990 3.39826
C 6.66492 -31.22423 4.11422
H 3.84104 -28.19575 -1.24745
H 2.95826 -28.39090 0.23554
H 3.15236 -29.78762 -0.73781
H 3.98170 -30.77778 1.23010
H 3.95057 -29.27443 2.13064
H 6.52736 -29.41906 2.15695
H 6.37522 -31.02573 1.52238
H 7.42615 -30.43848 4.15193
H 7.10868 -32.10783 3.64632
H 6.39597 -31.45047 5.14295
C 3.55196 -22.39808 -2.49790
O 4.93375 -22.71072 -2.63006
C 5.29823 -23.39792 -3.83045
C 5.27738 -22.43772 -5.00638
O 4.02045 -21.91004 -5.38705
C 3.06664 -22.81840 -5.91042
H 3.36877 -22.16174 -1.44885
H 2.94728 -23.29013 -2.69612
H 3.23850 -21.60511 -3.17262
H 4.65986 -24.26592 -4.04253
H 6.26752 -23.85863 -3.64233
H 5.79968 -22.95180 -5.82406
H 5.90926 -21.58448 -4.77331
H 3.02006 -23.74666 -5.33502
H 3.36510 -23.09436 -6.92969
H 2.12087 -22.28354 -5.89040
C 5.97998 -30.70539 -7.24786
O 6.62944 -30.73674 -5.99223
C 5.83256 -31.03938 -4.88771
C 6.67232 -30.83172 -3.61655
O 6.64714 -29.51891 -3.13169
C 7.40269 -29.34532 -1.95857
H 6.75039 -30.37882 -7.94134
H 5.11210 -30.04655 -7.29627
H 5.65182 -31.70897 -7.53909
H 5.54603 -32.10026 -4.88985
H 4.94076 -30.39942 -4.84038
H 7.70468 -31.05990 -3.91774
H 6.42579 -31.63608 -2.91289
H 8.44024 -29.68599 -2.08341
H 6.96614 -29.95136 -1.15793
H 7.40802 -28.28714 -1.70948
C 4.83178 -14.75932 -3.30575
O 4.80950 -16.15582 -3.09192
C 4.20399 -16.52656 -1.88338
C 4.23461 -18.04661 -1.77062
O 5.57749 -18.47015 -1.96078
C 5.68383 -19.83039 -2.34070
H 5.30562 -14.58314 -4.26475
H 5.36665 -14.23110 -2.50846
H 3.79603 -14.40087 -3.27283
H 3.17889 -16.14798 -1.84411
H 4.82921 -16.16490 -1.05689
H 3.62501 -18.50813 -2.55963
H 3.90241 -18.48370 -0.82172
H 6.76050 -20.00349 -2.38682
H 5.25417 -20.01683 -3.32506
H 5.30062 -20.50311 -1.57102
C 8.63889 -25.32288 -3.99843
O 8.37773 -24.38172 -5.00319
C 9.51104 -23.72204 -5.51557
C 9.14345 -22.67746 -6.56034
O 8.10653 -21.85056 -6.12187
C 7.98773 -20.68460 -6.93364
H 9.40284 -26.02424 -4.34865
H 7.75811 -25.94537 -3.80938
H 8.86742 -24.90289 -3.01299
H 10.18141 -24.45721 -5.97979
H 10.09467 -23.27670 -4.70282
H 8.90950 -23.12630 -7.53321
H 10.10375 -22.17565 -6.74860
H 7.14666 -20.11005 -6.54924
H 7.82499 -20.97615 -7.97240
H 8.87973 -20.07135 -6.78008
C 2.47274 -25.24053 9.13418
O 3.53376 -24.66779 8.38203
C 3.40776 -24.89484 7.00047
C 4.61925 -24.28677 6.30428
O 4.40854 -22.89252 6.19902
C 5.33964 -22.23326 5.38925
H 2.80476 -25.33839 10.16076
H 2.26147 -26.21436 8.67282
H 1.54054 -24.67883 9.01806
H 2.45488 -24.53335 6.60612
H 3.48869 -25.96803 6.76816
H 4.75524 -24.78930 5.34142
H 5.48212 -24.44982 6.95902
H 6.31031 -22.20786 5.90568
H 5.12869 -21.17183 5.24431
H 5.49161 -22.66087 4.38924
C -0.48832 -26.20996 6.29748
O 0.69980 -26.36844 5.54114
C 0.43097 -27.04195 4.33757
C 1.74408 -27.24668 3.62082
O 2.09572 -25.94377 3.13591
C 3.43348 -25.84611 2.70126
H -0.26927 -25.71452 7.24051
H -0.91842 -27.18654 6.55621
H -1.26040 -25.66702 5.74769
H -0.21546 -26.50600 3.62999
H -0.06370 -28.00879 4.50292
H 1.60245 -27.85868 2.72477
H 2.52328 -27.59251 4.30390
H 4.19727 -26.06682 3.45135
H 3.59754 -24.84046 2.31612
H 3.59929 -26.49933 1.83450
C 3.83217 -18.16512 3.90576
C 3.75905 -19.00464 2.64407
O 4.77560 -19.54177 2.21741
N 2.55096 -19.16448 2.06289
C 2.36104 -19.99530 0.87475
H 4.20148 -18.82407 4.69391
H 2.84141 -17.85550 4.24237
H 4.54297 -17.35402 3.78191
H 1.75858 -18.66795 2.42934
H 1.79740 -19.50100 0.08343
H 1.80170 -20.87142 1.19978
H 3.32442 -20.25841 0.45076
C 4.39477 -27.09311 -4.21413
C 3.18256 -26.51828 -4.89730
O 2.35028 -25.98132 -4.15955
N 2.98339 -26.67309 -6.21171
C 3.87932 -27.41430 -7.12854
H 4.44988 -28.18149 -4.29396
H 4.39324 -26.86530 -3.15500
H 5.30266 -26.70957 -4.69117
H 2.10200 -26.32943 -6.55600
H 4.13043 -28.35085 -6.64100
H 4.76964 -26.80905 -7.28564
H 3.27935 -27.55142 -8.02177
C -0.33926 -21.23234 3.71434
C -0.23102 -22.68652 4.16790
O -1.24994 -23.24395 4.56092
N 0.94291 -23.31931 4.01636
C 2.22899 -22.72316 3.70818
H -0.12363 -20.56383 4.54959
H -1.29241 -21.02570 3.23967
H 0.41072 -20.97800 2.95590
H 0.93112 -24.31255 4.21064
H 2.41736 -22.50652 2.65232
H 3.03026 -23.38874 4.01048
H 2.31053 -21.77051 4.23015
C 9.17166 -26.77361 0.38540
C 9.88206 -25.50303 -0.03287
O 10.88659 -25.57018 -0.73096
N 9.28652 -24.33088 0.27764
C 9.67217 -22.99749 -0.14466
H 9.89003 -27.35543 0.96230
H 8.85287 -27.35559 -0.47678
H 8.28948 -26.58886 1.00196
H 8.42145 -24.45934 0.77994
H 10.69752 -22.76534 0.12906
H 8.97206 -22.34285 0.37174
H 9.51094 -22.91185 -1.22317
C 9.64672 -19.58082 -1.89355
C 9.16353 -19.41745 -0.47374
O 9.79177 -19.92682 0.46314
N 8.05537 -18.71070 -0.23659
C 7.43637 -18.56634 1.05640
H 10.65778 -19.22162 -2.04098
H 8.93836 -19.27956 -2.66569
H 9.62657 -20.67569 -1.96302
H 7.67153 -18.20024 -1.01744
H 7.30326 -19.50022 1.59239
H 6.48406 -18.05637 0.94469
H 8.06343 -17.94422 1.70450
C 6.07619 -25.52734 -0.74122
C 5.99181 -24.57752 0.43220
O 6.27708 -24.95823 1.57022
N 5.60707 -23.31972 0.15402
C 5.48751 -22.26270 1.13637
H 6.38402 -26.49579 -0.34863
H 6.85806 -25.18942 -1.42184
H 5.07873 -25.70465 -1.14493
H 5.56200 -23.10253 -0.83875
H 4.44100 -22.21163 1.44285
H 5.73502 -21.27766 0.74652
H 6.12803 -22.47794 1.98932
*
```

Results
Orbital gap (hartree): 0.3463
Relative energy (zero: lowest compared OMol25 entry of this formula, charge and spin) (kcal/mol): 0.0

***

[5]
# C5H7F3N2

The molecule C5H7F3N2 at a distorted geometry (ωB97M-V with the def2-TZVPD basis set, the Open Molecules 2025 dataset).

The geometry in ORCA input format:
```
! RIJCOSX wB97M-V def2-TZVPD def2/J DEFGRID3
* xyz 0 1
C -0.02210 0.81697 -1.22842
C -1.26691 0.24000 -0.57333
C -0.81795 -0.18742 0.90197
C 1.35937 -1.05301 0.06188
C 0.12373 -1.32845 0.93798
N 0.47300 1.78694 -1.73889
N 0.99326 -0.91243 -1.34443
F 0.62166 -1.43741 2.24126
F -0.49102 -2.50366 0.70853
F 2.14585 -0.52312 -2.03831
H -2.09330 1.03174 -0.47095
H -1.58742 -0.75400 -1.00910
H -0.68345 0.74380 1.54669
H -1.86042 -0.73940 1.23939
H 1.89098 -0.15026 0.50985
H 2.00804 -1.91762 0.19853
H 1.35038 1.79542 -2.22744
*
```

Results
Orbital gap (hartree): 0.3458
Relative energy (zero: lowest compared OMol25 entry of this formula, charge and spin) (kcal/mol): 82.5

***

Number 1: E_HOMO -8.66 eV. Number 2: E_HOMO -4.39 eV. Number 3: E_HOMO -9.21 eV. Number 4: E_HOMO -9.05 eV. Number 5: E_HOMO -8.79 eV.